*one*
A cluster of 15 separate species, C45H120O15 in total, computed with wB97M-V/def2-TZVPD.

Values from the calculation:
Multiplicity: 1
Charge: 0
Gap between HOMO and LUMO in hartree: 0.355
HOMO level in eV: -9.4

Positions of all 180 atoms, in Å:
C1 4.00 -0.37 1.66
C2 4.47 1.08 1.39
C3 5.91 1.20 0.97
O1 3.66 1.82 0.50
H1 4.71 -0.79 2.38
H2 4.16 -1.02 0.81
H3 2.98 -0.40 2.03
H4 4.31 1.59 2.32
H5 6.16 2.25 0.69
H6 6.12 0.61 0.11
H7 6.56 0.79 1.77
H8 3.58 1.30 -0.32
C4 4.23 4.64 2.20
C5 2.83 4.22 2.62
C6 2.05 5.39 3.20
O2 2.03 3.87 1.43
H9 4.14 5.38 1.43
H10 4.81 3.80 1.79
H11 4.62 5.06 3.13
H12 2.89 3.37 3.29
H13 2.48 5.69 4.15
H14 1.05 5.17 3.43
H15 2.11 6.28 2.53
H16 2.45 3.10 1.04
C7 -0.36 -1.73 -4.04
C8 -0.22 -2.77 -5.11
C9 0.61 -2.36 -6.36
O3 0.45 -3.87 -4.47
H17 0.60 -1.26 -3.77
H18 -0.93 -2.15 -3.23
H19 -0.99 -0.93 -4.54
H20 -1.19 -3.11 -5.41
H21 0.64 -3.27 -6.97
H22 1.64 -2.21 -5.97
H23 0.14 -1.53 -6.85
H24 0.38 -4.63 -5.08
C10 2.48 0.89 4.87
C11 1.29 1.24 5.68
C12 0.90 2.71 5.57
O4 0.22 0.27 5.38
H25 2.78 -0.12 4.98
H26 3.34 1.60 4.94
H27 2.16 0.96 3.76
H28 1.52 1.08 6.72
H29 -0.03 2.86 6.10
H30 0.94 2.98 4.53
H31 1.59 3.27 6.17
H32 -0.27 0.58 4.62
C13 -2.59 4.20 -4.20
C14 -1.63 3.33 -3.46
C15 -1.16 2.10 -4.20
O5 -0.55 4.18 -3.14
H33 -3.02 5.01 -3.55
H34 -3.41 3.68 -4.63
H35 -2.04 4.67 -5.08
H36 -2.15 3.08 -2.53
H37 -0.66 2.44 -5.09
H38 -2.09 1.60 -4.52
H39 -0.44 1.52 -3.71
H40 0.06 3.79 -2.46
C16 -6.15 0.85 -1.30
C17 -5.05 0.34 -2.27
C18 -5.67 0.06 -3.59
O6 -3.92 1.20 -2.45
H41 -6.79 1.64 -1.70
H42 -5.63 1.19 -0.39
H43 -6.75 -0.07 -0.98
H44 -4.75 -0.64 -1.92
H45 -6.67 -0.44 -3.59
H46 -5.02 -0.53 -4.20
H47 -5.66 0.99 -4.13
H48 -3.32 1.05 -1.69
C19 2.17 -2.96 3.94
C20 0.96 -3.83 3.55
C21 1.02 -3.98 2.04
O7 1.15 -5.06 4.22
H49 2.44 -3.01 5.02
H50 1.75 -1.98 3.71
H51 3.11 -3.23 3.45
H52 -0.05 -3.44 3.80
H53 1.45 -3.09 1.61
H54 0.09 -4.23 1.52
H55 1.75 -4.78 1.79
H56 0.34 -5.59 4.14
C22 1.99 -6.24 -2.30
C23 1.66 -5.01 -1.39
C24 2.79 -4.03 -1.55
O8 0.46 -4.28 -1.74
H57 1.07 -6.76 -2.65
H58 2.61 -6.93 -1.74
H59 2.52 -5.79 -3.17
H60 1.38 -5.44 -0.43
H61 3.74 -4.46 -1.38
H62 2.74 -3.12 -0.90
H63 2.73 -3.62 -2.60
H64 0.55 -4.06 -2.72
C25 -3.75 -4.52 3.04
C26 -2.77 -4.56 4.18
C27 -3.28 -4.79 5.57
O9 -1.74 -5.54 3.89
H65 -4.39 -5.39 3.16
H66 -3.35 -4.43 2.05
H67 -4.46 -3.70 3.08
H68 -2.34 -3.60 4.10
H69 -4.12 -4.21 5.85
H70 -2.49 -4.83 6.33
H71 -3.65 -5.84 5.59
H72 -2.08 -6.34 3.55
C28 -2.05 5.39 2.10
C29 -1.60 4.14 1.44
C30 -1.11 4.27 0.05
O10 -0.58 3.63 2.33
H73 -2.81 5.90 1.46
H74 -1.22 6.04 2.20
H75 -2.57 5.19 3.03
H76 -2.39 3.38 1.39
H77 -1.92 4.55 -0.66
H78 -0.66 3.33 -0.27
H79 -0.41 5.12 0.03
H80 0.30 3.56 1.88
C31 4.04 4.47 -1.93
C32 2.59 4.64 -2.22
C33 2.09 6.06 -1.97
O11 2.43 4.39 -3.66
H81 4.16 4.43 -0.84
H82 4.69 5.26 -2.29
H83 4.42 3.54 -2.42
H84 2.08 3.86 -1.67
H85 1.05 6.20 -2.44
H86 2.90 6.57 -2.50
H87 1.95 6.32 -0.91
H88 1.48 4.63 -3.87
C34 2.41 1.02 -3.25
C35 3.39 -0.20 -3.12
C36 4.57 0.09 -4.09
O12 3.87 -0.08 -1.82
H89 1.58 0.84 -2.57
H90 2.17 1.12 -4.28
H91 2.95 1.92 -2.93
H92 2.91 -1.23 -3.44
H93 4.83 1.13 -4.03
H94 4.16 -0.08 -5.12
H95 5.42 -0.60 -3.83
H96 3.86 -0.95 -1.39
C37 -3.03 -5.01 -3.48
C38 -3.49 -4.34 -2.17
C39 -4.66 -5.13 -1.57
O13 -2.43 -4.42 -1.23
H97 -3.71 -4.97 -4.32
H98 -2.92 -6.10 -3.34
H99 -2.07 -4.64 -3.75
H100 -3.75 -3.30 -2.32
H101 -5.49 -5.35 -2.19
H102 -5.05 -4.77 -0.62
H103 -4.28 -6.13 -1.27
H104 -1.58 -4.38 -1.65
C40 -3.43 -0.12 3.39
C41 -2.73 1.27 3.29
C42 -2.84 2.01 4.64
O14 -1.39 1.15 2.88
H105 -2.92 -0.76 4.07
H106 -3.46 -0.49 2.40
H107 -4.41 -0.11 3.80
H108 -3.36 1.84 2.61
H109 -2.35 1.33 5.36
H110 -3.85 2.15 5.00
H111 -2.28 2.95 4.63
H112 -1.10 2.08 2.53
C43 0.48 -0.18 -0.17
C44 -0.92 -0.40 -0.65
C45 -1.58 -1.69 -0.25
O15 -1.77 0.81 -0.25
H113 1.13 -1.00 -0.51
H114 0.51 -0.11 0.88
H115 0.79 0.79 -0.49
H116 -0.96 -0.38 -1.75
H117 -0.80 -2.43 -0.41
H118 -2.45 -1.92 -0.87
H119 -1.84 -1.79 0.81
H120 -1.95 0.60 0.71

*two*
A cluster of 15 separate species, C45H120O15 in total, computed with wB97M-V/def2-TZVPD.

Values from the calculation:
Multiplicity: 1
Charge: 0
Gap between HOMO and LUMO in hartree: 0.350
HOMO level in eV: -9.2

Positions of all 180 atoms, in Å:
C1 0.19 1.48 4.19
C2 -1.13 2.15 4.49
C3 -2.42 1.29 4.38
O1 -1.10 2.54 5.81
H1 0.97 2.25 4.17
H2 0.06 0.99 3.23
H3 0.44 0.75 4.95
H4 -1.20 3.04 3.86
H5 -2.60 0.91 3.37
H6 -3.32 1.84 4.66
H7 -2.33 0.39 4.99
H8 -0.18 2.74 6.02
C4 -2.63 3.99 1.05
C5 -3.09 4.08 -0.37
C6 -2.99 5.50 -0.92
O2 -2.18 3.29 -1.07
H9 -3.33 4.51 1.71
H10 -1.68 4.46 1.30
H11 -2.57 2.97 1.45
H12 -4.09 3.65 -0.40
H13 -2.00 5.88 -0.66
H14 -3.71 6.17 -0.47
H15 -3.03 5.59 -2.01
H16 -1.95 2.52 -0.55
C7 -4.94 -4.54 3.34
C8 -3.81 -3.56 3.02
C9 -3.44 -3.59 1.58
O3 -4.43 -2.32 3.11
H17 -5.08 -4.68 4.41
H18 -4.67 -5.57 3.11
H19 -5.90 -4.39 2.85
H20 -2.93 -3.58 3.66
H21 -4.31 -3.51 0.93
H22 -2.95 -4.51 1.26
H23 -2.75 -2.79 1.32
H24 -4.37 -1.96 3.99
C10 -2.36 -3.83 -2.33
C11 -2.85 -5.13 -2.94
C12 -2.61 -5.31 -4.46
O4 -2.21 -6.21 -2.30
H25 -1.29 -3.67 -2.43
H26 -2.60 -3.83 -1.27
H27 -2.91 -2.96 -2.68
H28 -3.92 -5.18 -2.74
H29 -3.22 -4.65 -5.08
H30 -2.83 -6.33 -4.77
H31 -1.54 -5.19 -4.61
H32 -1.35 -6.33 -2.71
C13 -0.67 -1.37 -5.19
C14 0.65 -0.87 -5.81
C15 1.68 -1.97 -6.18
O5 0.22 -0.36 -7.03
H33 -1.10 -2.21 -5.73
H34 -1.43 -0.60 -5.26
H35 -0.58 -1.74 -4.16
H36 1.10 -0.03 -5.29
H37 2.46 -1.56 -6.81
H38 1.38 -2.82 -6.78
H39 2.08 -2.26 -5.21
H40 -0.13 -1.09 -7.54
C16 5.40 -4.23 -0.45
C17 4.91 -2.87 -0.19
C18 3.44 -2.60 -0.57
O6 5.00 -2.77 1.19
H41 5.41 -4.39 -1.53
H42 4.85 -5.05 0.02
H43 6.45 -4.32 -0.20
H44 5.57 -2.11 -0.61
H45 2.78 -3.32 -0.10
H46 3.17 -2.52 -1.62
H47 3.17 -1.61 -0.20
H48 4.75 -3.60 1.60
C19 0.53 -4.46 1.12
C20 0.47 -5.85 1.77
C21 -0.51 -6.81 1.21
O7 1.79 -6.36 1.63
H49 0.92 -4.52 0.11
H50 1.22 -3.81 1.67
H51 -0.46 -4.01 1.09
H52 0.38 -5.82 2.86
H53 -0.53 -6.87 0.13
H54 -1.53 -6.44 1.36
H55 -0.53 -7.80 1.67
H56 1.82 -7.03 0.94
C22 2.78 5.70 1.94
C23 1.55 4.99 2.44
C24 0.98 5.56 3.72
O8 0.61 5.19 1.44
H57 3.36 5.09 1.25
H58 3.34 5.98 2.83
H59 2.57 6.64 1.43
H60 1.77 3.92 2.49
H61 0.58 6.55 3.55
H62 1.68 5.58 4.56
H63 0.18 4.91 4.06
H64 1.04 4.85 0.65
C25 5.49 1.66 -3.16
C26 4.12 1.75 -2.49
C27 3.44 0.43 -2.16
O9 4.31 2.49 -1.32
H65 5.42 1.04 -4.06
H66 6.25 1.30 -2.46
H67 5.88 2.61 -3.54
H68 3.46 2.30 -3.17
H69 3.07 -0.17 -2.99
H70 2.52 0.51 -1.57
H71 4.16 -0.15 -1.58
H72 5.15 2.21 -0.95
C28 4.93 2.24 2.03
C29 4.83 0.73 2.04
C30 3.44 0.13 2.17
O10 5.46 0.25 0.90
H73 4.38 2.80 1.28
H74 5.95 2.61 1.93
H75 4.55 2.63 2.98
H76 5.52 0.36 2.80
H77 3.34 -0.93 1.93
H78 2.81 0.59 1.42
H79 3.09 0.25 3.20
H80 5.21 -0.67 0.86
C31 -5.82 -1.29 -0.21
C32 -4.96 -0.07 0.17
C33 -5.65 1.00 0.99
O11 -3.97 -0.61 0.97
H81 -6.35 -1.62 0.67
H82 -5.28 -2.16 -0.60
H83 -6.59 -1.06 -0.95
H84 -4.56 0.39 -0.74
H85 -5.94 0.63 1.97
H86 -6.52 1.31 0.42
H87 -5.10 1.91 1.23
H88 -4.37 -1.06 1.72
C34 0.81 5.77 -2.01
C35 2.22 5.06 -2.12
C36 3.40 5.96 -1.84
O12 2.22 4.05 -1.13
H89 0.66 6.64 -2.65
H90 0.66 6.16 -1.00
H91 -0.02 5.09 -2.19
H92 2.43 4.60 -3.09
H93 4.23 5.29 -2.07
H94 3.27 6.33 -0.83
H95 3.36 6.75 -2.59
H96 3.00 3.49 -1.20
C37 -0.90 2.25 -4.16
C38 -2.11 2.99 -4.75
C39 -3.33 2.04 -4.77
O13 -2.31 4.12 -3.88
H97 -0.34 1.71 -4.92
H98 -1.20 1.49 -3.45
H99 -0.18 2.93 -3.70
H100 -1.88 3.35 -5.75
H101 -3.57 1.71 -3.76
H102 -3.18 1.12 -5.34
H103 -4.23 2.43 -5.24
H104 -2.21 3.81 -2.98
C40 -0.48 -0.83 -0.52
C41 -0.65 0.38 0.34
C42 0.29 1.49 0.10
O14 -1.97 0.90 0.15
H105 -1.43 -1.35 -0.65
H106 0.30 -1.47 -0.13
H107 -0.28 -0.55 -1.56
H108 -0.59 0.12 1.40
H109 0.11 2.11 -0.78
H110 1.30 1.07 0.10
H111 0.26 2.18 0.94
H112 -2.57 0.21 0.41
C43 1.40 -3.31 4.89
C44 0.19 -2.39 5.03
C45 -0.48 -2.05 3.71
O15 -0.69 -3.02 5.92
H113 2.14 -2.85 4.23
H114 1.10 -4.23 4.39
H115 1.79 -3.52 5.89
H116 0.52 -1.46 5.49
H117 -1.38 -1.46 3.89
H118 -0.74 -2.91 3.09
H119 0.10 -1.45 3.01
H120 -0.21 -3.33 6.69

Most stable pick: *one*. Distance to second place: 0.0228 hartree.

*one*
The ion C5H12N2 with charge +2, computed with wB97M-V/def2-TZVPD.

Values from the calculation:
Multiplicity: 1
Charge: +2
Gap between HOMO and LUMO in hartree: 0.365
HOMO level in eV: -18.3
SMILES: C=[NH+]/C=C/CC[NH3+]

Positions of all 19 atoms, in Å:
C1 -0.75 -0.34 -1.81
C2 -0.42 0.62 -0.68
C3 0.53 -0.04 0.28
C4 1.28 0.44 1.26
N1 1.74 -0.44 2.30
C5 1.43 -0.31 3.54
N2 -1.90 0.12 -2.70
H1 0.09 -0.52 -2.48
H2 -1.06 -1.33 -1.46
H3 0.02 1.49 -1.15
H4 -1.27 1.07 -0.16
H5 0.26 -1.08 0.45
H6 1.74 1.40 1.35
H7 2.02 -1.38 2.02
H8 1.95 -0.87 4.31
H9 0.86 0.57 3.79
H10 -2.73 0.43 -2.19
H11 -1.55 0.82 -3.36
H12 -2.24 -0.64 -3.30

*two*
The ion C5H12N2 with charge +2, computed with wB97M-V/def2-TZVPD.

Values from the calculation:
Multiplicity: 1
Charge: +2
Gap between HOMO and LUMO in hartree: 0.367
HOMO level in eV: -18.2
SMILES: C=[NH+]/C=C/CC[NH3+]

Positions of all 19 atoms, in Å:
C1 -0.75 -0.19 1.57
C2 -0.24 1.04 0.81
C3 0.23 0.85 -0.60
C4 0.14 -0.23 -1.34
N1 0.81 -0.27 -2.60
C5 0.74 -1.23 -3.44
N2 -0.42 0.01 3.05
H1 -0.19 -1.08 1.30
H2 -1.83 -0.29 1.54
H3 0.59 1.49 1.35
H4 -0.98 1.86 0.79
H5 0.91 1.63 -0.94
H6 -0.50 -1.09 -1.14
H7 1.23 0.61 -2.89
H8 1.26 -1.20 -4.39
H9 0.17 -2.13 -3.30
H10 0.58 0.03 3.25
H11 -0.89 -0.68 3.65
H12 -0.85 0.89 3.35

Most stable pick: *two*. Distance to second place: 0.0188 hartree.